(1)
This record from the OMol25 dataset describes the molecule C43H53NO14. The level of theory is the ωB97M-V functional and the def2-TZVPD basis.

XYZ file:
```
111
Properties=species:S:1:pos:R:3:lowdin_charge:R:1
C -0.57 1.37 -4.31 0.054
C -1.40 1.95 -3.20 -0.499
O -2.54 1.64 -2.96 0.102
O -0.72 2.86 -2.50 0.069
C -1.37 3.57 -1.44 -0.257
C -0.68 4.94 -1.30 -0.064
H -0.30 5.22 -0.32 0.116
H 0.10 5.09 -2.05 0.145
O -1.89 5.62 -1.63 -0.050
C -2.59 4.40 -1.91 -0.198
C -3.91 4.29 -1.16 -0.033
H -4.09 5.25 -0.67 0.130
C -3.97 3.15 -0.14 -0.291
O -4.28 1.94 -0.76 -0.010
H -3.76 1.84 -1.58 0.062
H -4.80 3.34 0.55 0.165
C -2.65 3.09 0.73 -0.244
C -2.46 4.46 1.38 0.022
H -1.65 4.43 2.11 0.080
H -3.37 4.72 1.92 0.103
H -2.26 5.24 0.66 0.084
C -3.02 2.11 1.84 -0.265
O -3.44 2.52 2.90 0.106
C -3.13 0.60 1.60 -0.243
C -1.90 0.01 0.96 -0.067
C -1.96 -0.59 -0.23 -0.155
C -3.19 -1.07 -0.94 0.004
H -3.47 -0.40 -1.75 0.077
H -4.03 -1.18 -0.26 0.091
H -2.98 -2.05 -1.37 0.095
C -0.71 -0.73 -1.07 -0.204
C 0.47 0.16 -0.67 0.018
H 1.36 -0.46 -0.57 0.115
H 0.68 0.86 -1.48 0.131
C 0.36 0.94 0.65 -0.350
O 1.68 1.00 1.14 0.030
H 1.69 1.52 1.95 0.099
C -0.56 0.18 1.64 -0.356
C -0.64 0.88 3.00 0.001
H -1.00 1.90 2.91 0.064
H -1.32 0.33 3.64 0.099
H 0.34 0.90 3.47 0.101
C 0.03 -1.22 1.92 0.016
H 0.02 -1.85 1.04 0.074
H 1.05 -1.12 2.28 0.090
H -0.57 -1.70 2.69 0.103
C -0.08 2.42 0.36 -0.117
H 0.64 2.77 -0.40 0.152
O 0.18 3.21 1.52 -0.005
C 1.20 4.10 1.47 -0.432
O 1.87 4.30 0.49 0.126
C 1.40 4.80 2.76 -0.116
C 0.66 4.50 3.91 -0.011
C 0.89 5.20 5.07 -0.066
C 1.85 6.20 5.11 -0.073
C 2.59 6.50 3.98 -0.068
C 2.37 5.80 2.80 -0.007
H 2.93 6.02 1.91 0.120
H 3.34 7.28 4.00 0.106
H 2.03 6.75 6.03 0.105
H 0.32 4.97 5.96 0.107
H -0.08 3.72 3.89 0.105
C -1.50 2.65 -0.21 -0.046
H -1.81 1.68 -0.62 0.129
H -1.01 -0.48 -2.10 0.133
O -0.30 -2.11 -1.14 0.049
C 0.33 -2.47 -2.25 -0.425
O 0.57 -1.73 -3.17 0.134
C 0.72 -3.95 -2.21 -0.229
O -0.37 -4.79 -1.95 0.027
H -0.52 -4.83 -0.99 0.097
H 1.08 -4.22 -3.21 0.162
C 1.84 -4.11 -1.16 -0.209
N 2.31 -5.48 -1.10 0.154
C 1.67 -6.40 -0.33 -0.549
O 0.79 -6.11 0.45 0.085
O 2.18 -7.61 -0.57 0.044
C 1.68 -8.77 0.15 -0.571
C 0.19 -8.97 -0.14 -0.018
H -0.39 -8.15 0.26 0.080
H -0.15 -9.90 0.31 0.089
H 0.03 -9.02 -1.22 0.093
C 2.50 -9.93 -0.41 -0.024
H 3.56 -9.76 -0.23 0.086
H 2.34 -10.02 -1.48 0.086
H 2.21 -10.86 0.07 0.088
C 1.93 -8.61 1.65 -0.019
H 1.35 -7.77 2.04 0.079
H 1.63 -9.51 2.17 0.090
H 2.98 -8.42 1.84 0.092
H 2.94 -5.81 -1.81 0.154
C 2.96 -3.14 -1.41 -0.176
C 3.25 -2.15 -0.48 -0.032
C 4.24 -1.21 -0.73 -0.064
C 4.95 -1.26 -1.91 -0.078
C 4.69 -2.25 -2.84 -0.071
C 3.69 -3.18 -2.59 -0.031
H 3.48 -3.94 -3.33 0.115
H 5.25 -2.30 -3.76 0.104
H 5.72 -0.53 -2.11 0.103
H 4.44 -0.44 0.00 0.108
H 2.71 -2.12 0.45 0.113
H 1.39 -3.91 -0.17 0.154
O -3.48 -0.04 2.80 0.006
H -3.75 0.66 3.41 0.094
H -3.96 0.52 0.88 0.146
H -4.73 4.13 -1.87 0.132
H -2.74 4.30 -2.99 0.160
H 0.24 2.05 -4.56 0.096
H -1.20 1.17 -5.17 0.099
H -0.13 0.42 -3.99 0.073
```

Calculated values
Total charge: 0
Max |F|: 0.90 eV Å⁻¹



(2)
This record from the OMol25 dataset describes a structure of composition C43H54BIInN4O7S in a non-equilibrium geometry. The level of theory is the ωB97M-V functional and the def2-TZVPD basis.

XYZ file:
```
112
Properties=species:S:1:pos:R:3:lowdin_charge:R:1
In 0.26 -0.74 -0.12 0.933
C 8.03 0.80 0.55 -0.074
C 6.68 0.85 1.27 -0.206
N 6.47 -0.30 2.13 -0.061
C 7.21 -0.37 3.38 -0.207
C 8.23 -1.51 3.43 -0.077
C 5.51 -1.26 1.92 -0.403
O 5.34 -2.16 2.73 0.097
C 4.72 -1.16 0.65 -0.110
C 5.27 -1.51 -0.57 0.000
C 4.49 -1.44 -1.71 -0.030
C 3.18 -1.03 -1.59 -0.098
N 2.63 -0.72 -0.41 0.028
C 3.36 -0.84 0.69 -0.059
H 8.14 1.68 -0.09 0.073
H 8.08 -0.09 -0.08 0.066
H 8.85 0.77 1.26 0.064
H 5.88 0.90 0.55 0.113
H 6.63 1.76 1.88 0.121
H 6.49 -0.52 4.19 0.121
H 7.71 0.59 3.53 0.113
H 7.71 -2.46 3.32 0.067
H 8.75 -1.50 4.39 0.071
H 8.96 -1.41 2.63 0.064
H 6.30 -1.83 -0.62 0.121
H 4.89 -1.70 -2.68 0.105
H 2.54 -0.93 -2.46 0.121
H 2.88 -0.57 1.62 0.141
O 0.53 -2.87 -0.48 -0.418
S 0.88 -3.11 0.98 0.292
O 2.31 -3.28 1.11 -0.316
O 0.46 -1.80 1.69 -0.399
O 0.12 -4.22 1.50 -0.320
I -0.37 8.50 -0.14 0.795
C 0.24 6.48 -0.14 -0.720
C -0.73 5.49 -0.03 -0.152
C -0.32 4.16 -0.02 -0.036
C 1.03 3.83 -0.10 -0.128
C 1.97 4.84 -0.21 -0.016
C 1.58 6.17 -0.23 -0.153
C 1.46 2.37 -0.09 -0.599
O 2.66 2.12 -0.02 0.033
O 0.49 1.54 -0.18 -0.147
H -1.78 5.74 0.05 0.093
H -1.05 3.37 0.05 0.108
H 3.02 4.57 -0.27 0.116
H 2.32 6.96 -0.32 0.087
C 0.17 2.28 -3.40 -0.046
C -1.25 1.91 -2.96 -0.364
C -2.22 3.08 -3.15 -0.042
C -1.77 0.69 -3.69 -0.119
C -1.64 0.60 -5.07 -0.041
C -2.13 -0.48 -5.77 -0.076
C -2.75 -1.52 -5.09 -0.043
C -2.90 -1.47 -3.71 -0.126
C -3.52 -2.65 -2.98 -0.364
C -4.97 -2.89 -3.43 -0.061
C -2.66 -3.90 -3.18 -0.044
C -2.43 -0.35 -3.02 -0.102
N -2.73 -0.27 -1.62 0.024
B -1.95 -0.49 -0.44 -0.407
N -2.91 -0.42 0.63 0.039
C -4.16 -0.12 0.09 -0.068
C -4.06 -0.05 -1.25 -0.061
C -2.82 -0.70 2.03 -0.102
C -3.43 -1.87 2.51 -0.113
C -3.40 -2.11 3.88 -0.032
C -2.80 -1.21 4.75 -0.067
C -2.23 -0.05 4.25 -0.032
C -2.21 0.22 2.89 -0.122
C -1.58 1.49 2.37 -0.367
C -0.28 1.83 3.11 -0.046
C -2.56 2.67 2.43 -0.043
C -4.19 -2.82 1.60 -0.362
C -5.70 -2.70 1.85 -0.062
C -3.76 -4.28 1.77 -0.053
H 0.51 3.15 -2.84 0.074
H 0.22 2.51 -4.47 0.070
H 0.85 1.46 -3.18 0.083
H -1.19 1.69 -1.90 0.095
H -2.37 3.31 -4.21 0.079
H -1.83 3.98 -2.66 0.067
H -3.19 2.84 -2.71 0.079
H -1.16 1.41 -5.61 0.105
H -2.03 -0.53 -6.85 0.099
H -3.12 -2.37 -5.64 0.108
H -3.53 -2.43 -1.92 0.115
H -5.01 -3.21 -4.48 0.072
H -5.57 -1.99 -3.32 0.072
H -5.42 -3.67 -2.82 0.076
H -2.54 -4.14 -4.24 0.072
H -3.14 -4.76 -2.70 0.079
H -1.68 -3.76 -2.73 0.087
H -5.03 0.00 0.71 0.120
H -4.82 0.16 -1.98 0.125
H -3.84 -3.01 4.27 0.109
H -2.80 -1.40 5.81 0.099
H -1.77 0.65 4.94 0.106
H -1.30 1.32 1.33 0.081
H -0.45 2.15 4.13 0.073
H 0.24 2.64 2.59 0.073
H 0.38 0.96 3.10 0.090
H -2.94 2.79 3.44 0.082
H -3.41 2.51 1.76 0.078
H -2.05 3.59 2.13 0.061
H -3.98 -2.54 0.57 0.116
H -5.94 -3.01 2.87 0.076
H -6.24 -3.33 1.15 0.077
H -6.05 -1.67 1.72 0.063
H -4.10 -4.69 2.72 0.072
H -2.68 -4.37 1.72 0.077
H -4.19 -4.88 0.97 0.077
```

Calculated values
Total charge: -1
Max |F|: 2.24 eV Å⁻¹



Listing ΔE to the lowest compared entry with this formula, charge and spin for the structures above in their given order: 0.0 87.5 kJ/mol.
Listing lowest unoccupied orbital energy for the structures above in their given order: 0.2 1.9 eV.
Listing highest occupied orbital energy for the structures above in their given order: -8.840 -5.824 eV.